The following is a DFT calculation (wB97M-V/def2-TZVPD) of 2 unconnected molecules or ions with the total composition C4H12.

Bonds (Å) are listed after each position.
Geometry (Å):
1 C -1.2758 1.0718 1.4045  C2 1.502, H3 1.098, H4 1.087, H5 1.098
2 C 0.1607 1.4387 1.6449  C1 1.502, H6 1.093, H7 1.100, H8 1.100
3 H -1.9561 1.8589 1.7552  C1 1.098
4 H -1.6187 0.8728 0.3919  C1 1.087
5 H -1.6046 0.2761 2.0865  C1 1.098
6 H 0.9319 0.7096 1.3830  C2 1.093
7 H 0.4586 2.3663 1.1345  C2 1.100
8 H 0.3436 1.6810 2.7019  C2 1.100
9 C -0.1562 -1.0550 -1.3348  C10 1.541, H11 1.064, H12 1.098, H13 1.079
10 C 1.2550 -1.4757 -1.7876  C9 1.541, H14 1.098, H15 1.093, H16 1.091
11 H -0.8813 -1.4143 -2.0257  C9 1.064
12 H -0.2887 -1.6391 -0.4141  C9 1.098
13 H -0.2371 0.0079 -1.1644  C9 1.079
14 H 1.4898 -0.9932 -2.7455  C10 1.098
15 H 1.3709 -2.5479 -1.9655  C10 1.093
16 H 2.0080 -1.1580 -1.0648  C10 1.091

## Properties
- Electronic energy: -159.51874 hartree
- LUMO level (alpha / beta): 4.319 / 4.493 eV
- Spin multiplicity: 2
- <S²>: 0.75
- Maximum force: 2.2 eV/Å
- Net charge: -1

The following is a DFT calculation (wB97M-V/def2-TZVPD) of 2 unconnected molecules or ions with the total composition C4H12.

Bonds (Å) are listed after each position.
Geometry (Å):
1 C -0.7650 1.9121 0.2718  C2 1.548, H3 1.069, H4 1.112, H5 1.144
2 C -2.2414 1.5702 -0.0416  C1 1.548, H6 1.111, H7 1.142, H8 1.126
3 H -0.2553 2.0345 -0.6594  C1 1.069
4 H -0.5119 2.8498 0.8132  C1 1.112
5 H -0.1844 1.0655 0.7759  C1 1.144
6 H -2.8829 1.2925 0.8216  C2 1.111
7 H -2.3155 0.8904 -0.9558  C2 1.142
8 H -2.7660 2.4957 -0.4117  C2 1.126
9 C 1.0288 -2.1565 -0.4220  C10 1.439, H11 1.102, H12 1.058, H13 1.206
10 C 2.0059 -1.3122 0.2123  C9 1.439, H14 1.131, H15 1.201, H16 1.106
11 H 1.0423 -2.3489 -1.5068  C9 1.102
12 H 1.0874 -3.1860 -0.1853  C9 1.058
13 H -0.1489 -1.9988 -0.2142  C9 1.206
14 H 2.3171 -0.4332 -0.4280  C10 1.131
15 H 1.5646 -0.8739 1.2394  C10 1.201
16 H 2.8841 -1.8688 0.5880  C10 1.106

## Properties
- Electronic energy: -159.48808 hartree
- LUMO level (alpha / beta): 4.342 / 4.415 eV
- Spin multiplicity: 2
- <S²>: 0.75
- Maximum force: 5.4 eV/Å
- Net charge: -1

The following is a DFT calculation (wB97M-V/def2-TZVPD) of 2 unconnected molecules or ions with the total composition C4H12.

Bonds (Å) are listed after each position.
Geometry (Å):
1 C 2.1836 -1.0432 0.4898  C2 1.571, H3 1.117, H4 1.037, H5 1.175
2 C 2.2839 0.3866 -0.1539  C1 1.571, H6 1.068, H7 1.065, H8 1.041
3 H 3.0367 -1.0636 1.2113  C1 1.117
4 H 1.2245 -1.1523 0.8694  C1 1.037
5 H 2.5348 -1.8558 -0.2823  C1 1.175
6 H 1.4426 1.0380 -0.0595  C2 1.068
7 H 2.3900 0.2874 -1.2090  C2 1.065
8 H 2.8872 1.0181 0.4132  C2 1.041
9 C -2.4279 -0.2691 -0.6479  C10 1.543, H11 1.105, H12 1.178, H13 1.111
10 C -2.0739 0.8981 0.2977  C9 1.543, H14 1.086, H15 1.083, H16 1.110
11 H -3.3302 -0.1122 -1.2664  C9 1.105
12 H -1.5480 -0.6336 -1.3418  C9 1.178
13 H -2.5001 -1.1658 0.0046  C9 1.111
14 H -2.5421 1.8241 -0.0228  C10 1.086
15 H -1.0672 1.2823 0.4075  C10 1.083
16 H -2.3218 0.6992 1.3612  C10 1.110

## Properties
- Electronic energy: -159.48251 hartree
- LUMO level (alpha / beta): 4.433 / 4.423 eV
- Spin multiplicity: 2
- <S²>: 0.75
- Maximum force: 4.2 eV/Å
- Net charge: -1

The following is a DFT calculation (wB97M-V/def2-TZVPD) of 2 unconnected molecules or ions with the total composition C4H12.

Bonds (Å) are listed after each position.
Geometry (Å):
1 C -1.8228 0.2588 0.9878  C2 1.547, H3 1.083, H4 1.087, H5 1.097
2 C -1.7691 1.0245 -0.3552  C1 1.547, H6 1.094, H7 1.102, H8 1.083
3 H -1.5605 0.9204 1.8043  C1 1.083
4 H -2.7453 -0.3141 1.0261  C1 1.087
5 H -1.0419 -0.5123 0.9753  C1 1.097
6 H -2.4392 0.5745 -1.0932  C2 1.094
7 H -2.1978 2.0071 -0.0996  C2 1.102
8 H -0.8073 1.1720 -0.8317  C2 1.083
9 C 1.7298 -0.8250 0.4775  C10 1.563, H11 1.088, H12 1.085, H13 1.081
10 C 1.7617 -0.4415 -1.0376  C9 1.563, H14 1.095, H15 1.083, H16 1.096
11 H 1.5262 -1.8886 0.5805  C9 1.088
12 H 2.7557 -0.6429 0.7814  C9 1.085
13 H 1.0976 -0.1997 1.0929  C9 1.081
14 H 2.8182 -0.2972 -1.2883  C10 1.095
15 H 1.1961 0.4378 -1.3209  C10 1.083
16 H 1.4984 -1.2739 -1.6993  C10 1.096

## Properties
- Electronic energy: -159.50755 hartree
- LUMO level (alpha / beta): 4.407 / 4.632 eV
- Spin multiplicity: 2
- <S²>: 0.75
- Maximum force: 2.2 eV/Å
- Net charge: -1

The following is a DFT calculation (wB97M-V/def2-TZVPD) of 2 unconnected molecules or ions with the total composition C4H12.

Bonds (Å) are listed after each position.
Geometry (Å):
1 C 2.2995 0.4981 -0.7127  C2 1.532, H3 1.091, H4 1.093, H5 1.088
2 C 1.8605 -0.3752 -1.8924  C1 1.532, H6 1.086, H7 1.090, H8 1.084
3 H 2.9774 0.0074 -0.0132  C1 1.091
4 H 2.8257 1.3954 -1.0494  C1 1.093
5 H 1.4295 0.8819 -0.1842  C1 1.088
6 H 2.4644 -0.2190 -2.7815  C2 1.086
7 H 1.9600 -1.4372 -1.6677  C2 1.090
8 H 0.8319 -0.1622 -2.1593  C2 1.084
9 C -1.3788 -0.3520 1.1332  C10 1.543, H11 1.088, H12 1.081, H13 1.087
10 C -2.7743 0.2056 1.4839  C9 1.543, H14 1.086, H15 1.097, H16 1.090
11 H -1.4906 -1.2851 0.5844  C9 1.088
12 H -0.8092 0.3559 0.5473  C9 1.081
13 H -0.8016 -0.6483 2.0056  C9 1.087
14 H -3.5649 -0.3412 0.9777  C10 1.086
15 H -2.8526 1.2545 1.1733  C10 1.097
16 H -2.9770 0.2215 2.5551  C10 1.090

## Properties
- Electronic energy: -159.57605 hartree
- LUMO level: 1.178 eV
- Maximum force: 0.8 eV/Å
- Structure (SMILES): CC.CC
- Net charge: 0

The following is a DFT calculation (wB97M-V/def2-TZVPD) of 2 unconnected molecules or ions with the total composition C4H12.

Bonds (Å) are listed after each position.
Geometry (Å):
1 C -2.1448 0.8480 0.7840  C2 1.528, H3 1.087, H4 1.089, H5 1.093
2 C -1.4462 0.3275 2.0391  C1 1.528, H6 1.094, H7 1.091, H8 1.095
3 H -2.7594 0.1013 0.2875  C1 1.087
4 H -2.7663 1.7115 1.0177  C1 1.089
5 H -1.3926 1.1945 0.0700  C1 1.093
6 H -1.1424 1.1716 2.6658  C2 1.094
7 H -0.5476 -0.2500 1.8179  C2 1.091
8 H -2.0841 -0.2940 2.6758  C2 1.095
9 C 1.4938 -0.4897 -2.1093  C10 1.526, H11 1.088, H12 1.096, H13 1.090
10 C 2.0940 -0.6903 -0.7205  C9 1.526, H14 1.093, H15 1.087, H16 1.088
11 H 2.1108 -0.9410 -2.8832  C9 1.088
12 H 0.5095 -0.9613 -2.2078  C9 1.096
13 H 1.3405 0.5634 -2.3452  C9 1.090
14 H 2.4561 -1.7140 -0.5977  C10 1.093
15 H 2.9514 -0.0501 -0.5281  C10 1.087
16 H 1.3273 -0.5273 0.0338  C10 1.088

## Properties
- Electronic energy: -159.58237 hartree
- LUMO level: 1.114 eV
- Maximum force: 0.5 eV/Å
- Structure (SMILES): CC.CC
- Net charge: 0

The following is a DFT calculation (wB97M-V/def2-TZVPD) of 2 unconnected molecules or ions with the total composition C4H12.

Bonds (Å) are listed after each position.
Geometry (Å):
1 C -1.4596 -0.8623 -1.7912  C2 1.526, H3 1.143, H4 1.032, H5 1.132
2 C -0.8772 0.3251 -2.5531  C1 1.526, H6 1.116, H7 1.131, H8 1.129
3 H -2.3230 -1.1950 -2.4629  C1 1.143
4 H -0.7590 -1.6167 -1.7138  C1 1.032
5 H -1.9268 -0.7201 -0.7695  C1 1.132
6 H 0.1863 0.3292 -2.2145  C2 1.116
7 H -1.3046 1.3567 -2.3715  C2 1.131
8 H -1.1259 0.2421 -3.6516  C2 1.129
9 C 0.8032 0.9602 2.4774  C10 1.598, H11 1.129, H12 1.027, H13 1.185
10 C 1.4535 -0.4191 1.9984  C9 1.598, H14 1.137, H15 1.093, H16 1.138
11 H -0.1513 1.0372 1.8786  C9 1.129
12 H 0.8223 1.0904 3.4957  C9 1.027
13 H 1.7322 1.6192 2.1508  C9 1.185
14 H 1.2465 -1.2874 2.7031  C10 1.137
15 H 1.1093 -0.5765 0.9734  C10 1.093
16 H 2.5742 -0.2830 1.8506  C10 1.138

## Properties
- Electronic energy: -159.53208 hartree
- LUMO level: 1.021 eV
- Maximum force: 5.4 eV/Å
- Structure (SMILES): CC.CC
- Net charge: 0

The following is a DFT calculation (wB97M-V/def2-TZVPD) of 2 unconnected molecules or ions with the total composition C4H12.

Bonds (Å) are listed after each position.
Geometry (Å):
1 C 1.2274 -0.9967 -1.7313  C2 1.482, H3 1.103, H4 1.090, H5 1.098
2 C 2.7002 -0.8910 -1.8526  C1 1.482, H6 1.094, H7 1.103, H8 1.080
3 H 0.7912 -2.0038 -1.8452  C1 1.103
4 H 0.7283 -0.6533 -0.8251  C1 1.090
5 H 0.7002 -0.5320 -2.5745  C1 1.098
6 H 3.3130 -1.5681 -1.2504  C2 1.094
7 H 2.9700 0.0309 -1.3113  C2 1.103
8 H 3.0485 -0.7804 -2.8693  C2 1.080
9 C -1.5183 0.8644 2.4175  C10 1.542, H11 1.088, H12 1.095, H13 1.086
10 C -2.3658 0.9604 1.1333  C9 1.542, H14 1.093, H15 1.091, H16 1.085
11 H -1.5586 1.8240 2.9279  C9 1.088
12 H -1.8375 0.1586 3.1920  C9 1.095
13 H -0.4999 0.5507 2.2063  C9 1.086
14 H -1.7884 0.5286 0.3121  C10 1.093
15 H -2.5799 2.0276 1.0629  C10 1.091
16 H -3.3303 0.4802 1.0078  C10 1.085

## Properties
- Electronic energy: -159.55875 hartree
- LUMO level: 1.063 eV
- Maximum force: 3.0 eV/Å
- Structure (SMILES): CC.CC
- Net charge: 0

The following is a DFT calculation (wB97M-V/def2-TZVPD) of 2 unconnected molecules or ions with the total composition C4H12.

Bonds (Å) are listed after each position.
Geometry (Å):
1 C 1.8894 1.1278 -0.3221  C2 1.521, H3 1.092, H4 1.087, H5 1.094
2 C 1.4032 2.2404 0.5937  C1 1.521, H6 1.093, H7 1.087, H8 1.088
3 H 1.2599 0.2442 -0.4456  C1 1.092
4 H 2.0699 1.5420 -1.3108  C1 1.087
5 H 2.8672 0.7205 -0.0478  C1 1.094
6 H 0.4569 2.6734 0.2586  C2 1.093
7 H 2.1082 3.0612 0.4851  C2 1.087
8 H 1.2708 1.9141 1.6229  C2 1.088
9 C -1.2625 -2.3004 -0.3228  C10 1.544, H11 1.095, H12 1.070, H13 1.090
10 C -2.0758 -1.0589 0.1046  C9 1.544, H14 1.093, H15 1.086, H16 1.084
11 H -1.4641 -3.0796 0.4199  C9 1.095
12 H -1.5288 -2.6989 -1.2793  C9 1.070
13 H -0.1859 -2.1317 -0.2987  C9 1.090
14 H -2.3334 -0.5012 -0.8000  C10 1.093
15 H -2.9817 -1.3669 0.6189  C10 1.086
16 H -1.4934 -0.3858 0.7234  C10 1.084

## Properties
- Electronic energy: -159.57753 hartree
- LUMO level: 1.121 eV
- Maximum force: 1.5 eV/Å
- Structure (SMILES): CC.CC
- Net charge: 0

The following is a DFT calculation (wB97M-V/def2-TZVPD) of 2 unconnected molecules or ions with the total composition C4H12.

Bonds (Å) are listed after each position.
Geometry (Å):
1 C -1.5177 -0.8009 -0.3199  C2 1.483, H3 1.051, H4 1.075, H5 1.076
2 C -2.1515 -2.0855 -0.7060  C1 1.483, H6 1.050, H7 1.100, H8 1.068
3 H -1.6141 -0.0629 -1.0615  C1 1.051
4 H -1.9444 -0.5528 0.6356  C1 1.075
5 H -0.4843 -1.0976 -0.3628  C1 1.076
6 H -1.6960 -2.5922 -1.5052  C2 1.050
7 H -3.2058 -2.0043 -1.0087  C2 1.100
8 H -2.2283 -2.7192 0.1503  C2 1.068
9 C 1.8966 0.7376 0.4214  C10 1.534, H11 1.112, H12 1.179, H13 1.158
10 C 1.8294 2.2638 0.5653  C9 1.534, H14 1.136, H15 1.066, H16 1.089
11 H 2.5346 0.2012 1.1582  C9 1.112
12 H 0.8390 0.3418 0.7604  C9 1.179
13 H 2.0682 0.0559 -0.4984  C9 1.158
14 H 2.7637 2.5895 1.1239  C10 1.136
15 H 1.0372 2.4598 1.2504  C10 1.066
16 H 1.5891 2.6908 -0.4073  C10 1.089

## Properties
- Electronic energy: -159.54177 hartree
- LUMO level: 1.136 eV
- Maximum force: 4.4 eV/Å
- Structure (SMILES): CC.CC
- Net charge: 0

The following is a DFT calculation (wB97M-V/def2-TZVPD) of 2 unconnected molecules or ions with the total composition C4H12.

Bonds (Å) are listed after each position.
Geometry (Å):
1 C 1.8305 -0.8976 0.8619  C2 1.527, H3 1.088, H4 1.071, H5 1.082
2 C 0.5336 -0.8992 1.6682  C1 1.527, H6 1.096, H7 1.081, H8 1.090
3 H 1.5906 -0.8156 -0.1960  C1 1.088
4 H 2.4835 -0.0823 1.0991  C1 1.071
5 H 2.3611 -1.8408 0.8563  C1 1.082
6 H 0.8313 -0.7261 2.7085  C2 1.096
7 H -0.0339 -1.8096 1.5348  C2 1.081
8 H -0.1386 -0.0684 1.4543  C2 1.090
9 C -0.8327 0.3412 -1.6592  C10 1.525, H11 1.088, H12 1.085, H13 1.086
10 C -1.5124 1.4499 -0.8634  C9 1.525, H14 1.100, H15 1.084, H16 1.090
11 H -0.1325 0.8137 -2.3448  C9 1.088
12 H -0.2124 -0.2500 -0.9929  C9 1.085
13 H -1.5740 -0.2466 -2.1934  C9 1.086
14 H -2.2902 1.0431 -0.2011  C10 1.100
15 H -0.8034 1.9191 -0.1913  C10 1.084
16 H -2.1004 2.0692 -1.5411  C10 1.090

## Properties
- Electronic energy: -159.57472 hartree
- LUMO level: 1.180 eV
- Maximum force: 1.7 eV/Å
- Structure (SMILES): CC.CC
- Net charge: 0

The following is a DFT calculation (wB97M-V/def2-TZVPD) of 2 unconnected molecules or ions with the total composition C4H12.

Bonds (Å) are listed after each position.
Geometry (Å):
1 C -0.2463 -1.8458 0.1527  C2 1.508, H3 1.091, H4 1.089, H5 1.094
2 C 0.2749 -2.0977 1.5453  C1 1.508, H6 1.094, H7 1.089, H8 1.091
3 H -0.5804 -0.8164 0.0140  C1 1.091
4 H 0.4943 -2.0131 -0.6277  C1 1.089
5 H -1.0971 -2.5008 -0.0547  C1 1.094
6 H 0.8612 -1.2562 1.9265  C2 1.094
7 H -0.5047 -2.3136 2.2736  C2 1.089
8 H 0.9561 -2.9503 1.5336  C2 1.091
9 C -0.6553 2.3222 -0.6021  C10 1.515, H11 1.094, H12 1.083, H13 1.095
10 C 0.6242 1.6712 -1.0870  C9 1.515, H14 1.091, H15 1.089, H16 1.097
11 H -1.2759 1.5566 -0.1266  C9 1.094
12 H -0.4841 3.1061 0.1251  C9 1.083
13 H -1.2950 2.7261 -1.3931  C9 1.095
14 H 1.1071 1.0351 -0.3433  C10 1.091
15 H 0.4018 1.0197 -1.9307  C10 1.089
16 H 1.4193 2.3567 -1.4055  C10 1.097

## Properties
- Electronic energy: -159.58138 hartree
- LUMO level: 1.152 eV
- Maximum force: 0.8 eV/Å
- Structure (SMILES): CC.CC
- Net charge: 0

Q: Number 12 is which compound?
A: C4H12

Q: Which formula does entry 4 have?
A: C4H12

Q: Which value of maximum force does entry 9 give?
A: 1.5 eV/Å

Q: The lowest electronic energy belongs to which entry?
A: number 6